{"formula": "S2", "method": "ωB97M-V/def2-TZVPD", "largest_force_ev_per_a": 1.651, "homo_lumo_gap_ha": 0.211, "relative_energy_kcal_mol": 1.09, "total_charge": 0, "symbols": ["S", "S"], "positions_angstrom": [[0.00000, 0.00000, 0.96879], [0.00000, 0.00000, -0.96879]], "forces_ev_per_angstrom": [[0.0, 0.0, -1.7], [0.0, 0.0, 1.7]], "mulliken_charge": [0.00, 0.00]}